Density functional theory data (the ωB97M-V functional and the def2-TZVPD basis) for a structure of composition C42H67ClN2O2Si4TaTe in a non-equilibrium geometry.

Properties
* LUMO: -0.119 Ha
* gap between HOMO and LUMO: 7.4 eV
* energy above the lowest of the compared OMol25 structures with the same formula, charge and spin: 40.6 kcal/mol
* net charge: +1

CARTESIAN COORDINATES (ANGSTROEM)
Ta1 -1.39576 -0.60686 -0.45282
C1 -2.02090 -4.33911 1.46641
C2 -0.87557 -3.32598 1.49041
C3 0.47246 -4.03577 1.35557
C4 -0.96012 -2.44981 2.72850
C5 -0.71765 -3.14011 3.91274
C6 -0.84630 -2.54787 5.14743
C7 -1.21912 -1.22513 5.19569
C8 -1.44626 -0.45665 4.05226
C9 -1.81231 0.98406 4.39840
C10 -3.31900 1.19066 4.57127
C11 -1.19941 2.07358 3.53785
C12 -1.31910 -1.08181 2.78950
N1 -1.49721 -0.32587 1.56215
C13 -2.54635 0.53232 1.32468
C14 -2.51326 1.39383 0.22225
N2 -1.42553 1.40207 -0.64499
C15 -1.15505 2.58395 -1.45540
C16 -1.14784 2.61819 -2.87082
C17 -0.95831 3.86872 -3.46940
C18 -0.76739 5.03780 -2.76611
C19 -0.72542 4.97246 -1.39317
C20 -0.89416 3.76401 -0.73005
C21 -0.76828 3.80169 0.77533
C22 0.48646 4.54977 1.23312
C23 -2.01141 4.43236 1.40992
C24 -1.38608 1.53998 -3.93389
C25 -2.88103 1.36303 -4.20623
C26 -0.61565 0.22740 -3.86647
H1 -1.93726 -4.98837 0.59327
H2 -2.99149 -3.84778 1.44023
H3 -1.98552 -4.96806 2.35683
H4 -0.95424 -2.71244 0.59914
H5 0.60927 -4.80635 2.11520
H6 1.30018 -3.33121 1.43957
H7 0.53812 -4.52401 0.38101
H8 -0.43877 -4.18326 3.85461
H9 -0.65865 -3.10398 6.05577
H10 -1.32375 -0.74112 6.15842
H11 -1.38442 1.11434 5.39293
H12 -3.85778 1.10084 3.62637
H13 -3.51412 2.19081 4.96252
H14 -3.74175 0.46576 5.26739
H15 -1.85627 2.32298 2.71340
H16 -0.22403 1.79086 3.13571
H17 -1.07235 2.98035 4.13190
H18 -3.48294 0.43039 1.86566
H19 -3.41346 1.94900 -0.02687
H20 -0.97056 3.91469 -4.55117
H21 -0.63485 5.97651 -3.28672
H22 -0.54221 5.86790 -0.81464
H23 -0.66640 2.77823 1.11478
H24 0.37667 5.63027 1.13038
H25 1.36584 4.24692 0.66292
H26 0.67254 4.34636 2.28861
H27 -2.18089 5.42766 0.99543
H28 -1.89197 4.54025 2.48967
H29 -2.91355 3.84591 1.22508
H30 -0.98776 2.00896 -4.83530
H31 -3.37944 0.86808 -3.37816
H32 -3.02956 0.76214 -5.10588
H33 -3.35428 2.33257 -4.36630
H34 0.40610 0.38102 -3.53006
H35 -0.56784 -0.20174 -4.87032
H36 -1.07540 -0.53622 -3.24413
C27 3.26911 2.16512 0.44463
Si1 4.02389 0.50064 0.86254
C28 5.88585 0.64652 1.02846
C29 3.27298 -0.13545 2.45987
Si2 3.58924 -1.00720 -0.89399
Te1 1.02787 -1.15511 -0.78819
Si3 3.90531 -0.09035 -3.04156
C30 3.22133 -1.28637 -4.31058
C31 5.74543 0.16349 -3.28692
C32 3.01837 1.56326 -3.13392
Si4 4.41125 -3.17840 -0.51404
C33 6.24642 -3.05253 -0.87787
C34 4.14139 -3.65805 1.28381
C35 3.59777 -4.39918 -1.67857
H37 3.22715 2.77123 1.35383
H38 2.25180 2.08135 0.05380
H39 3.86403 2.70846 -0.29172
H40 6.10929 1.48256 1.69702
H41 6.39092 0.84040 0.08110
H42 6.32412 -0.25141 1.46748
H43 3.27952 0.67055 3.19882
H44 3.83952 -0.97059 2.87431
H45 2.23658 -0.46080 2.33858
H46 3.83059 -2.18903 -4.38294
H47 3.20577 -0.81307 -5.29550
H48 2.20018 -1.59454 -4.07532
H49 6.32530 -0.75401 -3.18890
H50 6.15232 0.89876 -2.59064
H51 5.90641 0.54651 -4.29876
H52 2.10002 1.60345 -2.54605
H53 2.75560 1.77708 -4.17323
H54 3.66335 2.37019 -2.78132
H55 6.76420 -2.38753 -0.18492
H56 6.45883 -2.71867 -1.89353
H57 6.67987 -4.05070 -0.76441
H58 5.07600 -3.55643 1.84004
H59 3.82748 -4.70190 1.34922
H60 3.39221 -3.05743 1.79959
H61 4.00761 -4.31764 -2.68673
H62 2.51781 -4.25509 -1.74896
H63 3.77285 -5.41839 -1.32638
Cl1 -9.57524 -0.78525 -0.67498
C36 -7.86279 -0.93906 -0.79197
C37 -7.18045 -1.66292 0.17916
C38 -5.80859 -1.78385 0.08412
C39 -5.13008 -1.17934 -0.97433
C40 -5.82661 -0.45793 -1.94321
C41 -7.19925 -0.33705 -1.85453
C42 -3.68212 -1.31612 -1.06156
O1 -3.01781 -2.01938 -0.23112
O2 -2.96692 -0.72363 -1.93580
H64 -7.73146 -2.12035 0.98818
H65 -5.25297 -2.34471 0.82354
H66 -5.28926 -0.00156 -2.76288
H67 -7.76364 0.21230 -2.59415


Density functional theory data (the ωB97M-V functional and the def2-TZVPD basis) for a cluster of 2 separate species, C42H67F2NO2P in total in a non-equilibrium geometry.

Properties
* LUMO: -0.091 Ha
* gap between HOMO and LUMO: 7.6 eV
* net charge: +1

CARTESIAN COORDINATES (ANGSTROEM)
C1 7.46571 -4.87869 2.73714
C2 7.16034 -4.26971 1.30124
C3 6.91055 -5.40133 0.22048
C4 6.54179 -4.67372 -1.15752
C5 5.00129 -4.72331 -1.48578
C6 4.14756 -4.00655 -0.37534
C7 2.66605 -3.72980 -0.85796
C8 1.82369 -3.12956 0.33562
C9 0.98852 -1.82383 -0.07263
C10 -0.30723 -2.35952 -0.79512
C11 -0.15546 -2.78641 -2.19166
C12 -1.31780 -3.33021 -2.88786
C13 -2.56300 -3.40164 -2.13693
C14 -2.72906 -2.94670 -0.76094
C15 -1.55642 -2.40751 -0.07034
F1 -1.60883 -1.95330 1.21848
C16 -4.12035 -3.07583 -0.04855
O1 -4.38831 -2.27166 0.81352
C17 -4.99403 -4.25898 -0.49735
C18 -4.81473 -4.73452 -1.88552
C19 -5.56948 -5.84622 -2.44252
C20 -6.50334 -6.52141 -1.55976
C21 -6.73048 -6.08969 -0.16343
N1 -7.68848 -6.82912 0.58900
C22 -5.98076 -4.94264 0.34261
C23 -6.22963 -4.43496 1.79533
F2 -6.57154 -5.49495 2.69183
C24 -7.51369 -3.50183 1.75031
C25 -7.40151 -2.29303 0.75368
C26 -3.80527 -4.00600 -2.82636
O2 -4.01920 -3.90641 -4.01184
H1 8.57252 -4.81999 2.90072
H2 6.94130 -4.28619 3.53552
H3 7.13388 -5.94290 2.82756
H4 8.05458 -3.65712 1.00977
H5 6.24211 -3.62541 1.31254
H6 6.12158 -6.13428 0.53148
H7 7.89448 -5.93378 0.10376
H8 7.08144 -5.21181 -1.97561
H9 6.88082 -3.60868 -1.08111
H10 4.80606 -4.18915 -2.45295
H11 4.68331 -5.79044 -1.62746
H12 4.05475 -4.69358 0.51520
H13 4.58905 -3.01598 -0.08624
H14 2.23392 -4.69266 -1.23373
H15 2.69653 -3.00508 -1.71428
H16 2.45107 -2.96004 1.25012
H17 1.05388 -3.90560 0.60707
H18 0.67220 -1.25383 0.83387
H19 1.61304 -1.23989 -0.79387
H20 0.80651 -2.71564 -2.73876
H21 -1.21022 -3.66788 -3.94549
H22 -5.43661 -6.16519 -3.49717
H23 -7.06555 -7.39618 -1.96306
H24 -8.14632 -7.54157 0.01416
H25 -7.26890 -7.31634 1.38360
H26 -5.35676 -3.91056 2.24689
H27 -8.39248 -4.14022 1.47079
H28 -7.74281 -3.07613 2.76543
H29 -7.11957 -2.57057 -0.29131
H30 -8.43038 -1.83243 0.68341
H31 -6.72552 -1.47297 1.09964
C27 4.00817 5.27543 2.66052
C28 2.65519 4.62092 2.91888
C29 2.36261 3.44726 1.98609
C30 1.96847 3.81813 0.54933
P1 0.28756 4.34716 0.23746
C31 -0.80261 3.12812 1.01366
C32 -0.61640 1.62922 0.75313
C33 -1.06469 1.07186 -0.60030
C34 -2.46782 1.47529 -1.03290
C35 -0.07619 4.25154 -1.50737
C36 0.67459 5.07524 -2.55833
C37 0.30351 6.55216 -2.69932
C38 -1.18884 6.85231 -2.66676
C39 -0.23333 5.85550 1.04819
C40 0.24214 7.27540 0.71974
C41 1.75153 7.50738 0.58223
C42 2.35214 8.23741 1.78010
H32 4.10013 5.63336 1.63260
H33 4.14750 6.12672 3.32724
H34 4.81998 4.56935 2.84787
H35 1.86729 5.37376 2.85598
H36 2.64653 4.25804 3.94939
H37 1.57476 2.83704 2.43301
H38 3.25050 2.80880 1.94492
H39 2.09595 2.90983 -0.05344
H40 2.68398 4.52612 0.12687
H41 -1.83608 3.42296 0.81028
H42 -0.67851 3.27860 2.09227
H43 -1.18333 1.09778 1.52400
H44 0.43167 1.35467 0.90783
H45 -1.02862 -0.01847 -0.54300
H46 -0.34447 1.33498 -1.37959
H47 -3.21729 1.08936 -0.33846
H48 -2.68450 1.06958 -2.02265
H49 -2.58723 2.55971 -1.09810
H50 -1.15471 4.34473 -1.65364
H51 0.15683 3.21943 -1.77624
H52 0.48153 4.60586 -3.52820
H53 1.75274 4.99105 -2.39075
H54 0.71669 6.92482 -3.63851
H55 0.81619 7.11943 -1.92132
H56 -1.69673 6.40823 -3.52583
H57 -1.35216 7.93177 -2.69895
H58 -1.67064 6.48574 -1.75675
H59 -0.10298 5.70085 2.12345
H60 -1.32308 5.87601 0.91608
H61 -0.15979 7.94363 1.48702
H62 -0.25236 7.60211 -0.19557
H63 1.93716 8.13179 -0.29554
H64 2.28400 6.57325 0.40642
H65 1.96802 9.25793 1.83803
H66 3.43726 8.29973 1.67672
H67 2.12293 7.73226 2.71989